This record from OMol25 describes the molecule C3H7N3O2. The level of theory is the ωB97M-V functional and the def2-TZVPD basis.

For the HOMO energy, the calculation gives -8.63 eV. Its SMILES is C=C(O)/N=C(\O)NN. For the energy relative to the best compared isomer or geometry (same formula, charge and spin), the calculation gives 76.02 kcal per mole. The value obtained for the lowest unoccupied orbital energy is 0.7 eV. The HOMO-LUMO gap comes out at 9.3 eV.

Positions of all 15 atoms, in Å:
H1 -1.982 -1.642 -0.180
H2 -0.500 2.679 0.700
C1 -1.142 -2.000 -0.752
H3 -1.568 0.089 -1.143
N1 0.469 -0.292 0.082
O1 -1.390 0.928 -0.660
O2 1.246 -1.915 -1.077
C2 0.087 -1.498 -0.562
C3 -0.251 0.779 0.022
H4 1.741 -1.013 -0.637
H5 -1.254 -2.914 -1.308
N2 1.195 1.924 1.581
N3 0.142 1.904 0.659
H6 2.079 1.859 1.082
H7 1.127 1.112 2.192

=====

This record from OMol25 describes a cluster of 2 separate species, C9H17N2P in total. The level of theory is the ωB97M-V functional and the def2-TZVPD basis.

For the HOMO energy (spin up / spin down), the calculation gives -6.99 / -7.77 eV. For the energy relative to the best compared isomer or geometry (same formula, charge and spin), the calculation gives 73.76 kcal per mole. The value obtained for the lowest unoccupied orbital energy (spin up / spin down) is -0.9 / 0.6 eV. The HOMO-LUMO gap (spin up / spin down) comes out at 6.1 / 8.3 eV.

Positions of all 29 atoms, in Å:
N1 1.078 -1.144 -2.355
H1 1.702 0.683 -1.543
C1 0.511 0.741 1.071
H2 0.379 -1.118 0.340
N2 3.077 -1.814 -2.989
C2 2.024 -0.265 -1.920
C3 0.128 2.087 0.698
H3 0.266 -1.278 2.811
H4 -0.674 3.948 1.527
C4 -0.654 -0.897 2.241
H5 1.302 -2.881 -3.434
H6 -0.772 1.970 0.058
C5 3.269 -0.584 -2.366
C6 1.813 -2.074 -3.045
H7 4.124 -0.031 -2.315
C7 -1.335 -2.366 -2.995
H8 -1.036 -0.085 2.822
H9 -1.420 -1.615 2.218
H10 0.764 3.340 2.352
C8 -0.055 3.061 1.907
H11 -1.195 -2.679 -4.090
P1 -0.668 -0.874 -2.208
H12 -1.255 -0.103 0.211
H13 -2.341 -2.319 -2.917
H14 -0.645 2.519 2.693
H15 1.002 2.566 0.116
C9 -0.328 -0.401 0.822
H16 1.331 0.698 1.730
H17 -0.925 -3.254 -2.407

=====

This record from OMol25 describes a cluster of 6 separate species, C4H18O7 in total. The level of theory is the ωB97M-V functional and the def2-TZVPD basis.

For the HOMO energy, the calculation gives -10.29 eV. Its SMILES is O=CCCCO.O.O.O.O.O. For the energy relative to the best compared isomer or geometry (same formula, charge and spin), the calculation gives 48.01 kcal per mole. The value obtained for the lowest unoccupied orbital energy is 0.1 eV. The HOMO-LUMO gap comes out at 10.4 eV.

Positions of all 29 atoms, in Å:
H1 -1.085 -2.009 0.248
C1 -0.494 -1.112 0.173
H2 0.105 0.385 -3.634
H3 1.991 2.792 0.620
H4 1.704 0.210 3.226
H5 3.375 0.366 -2.461
O1 0.986 0.321 3.876
O2 -3.051 1.594 0.992
H6 0.868 1.266 3.719
H7 2.621 -0.047 -1.124
H8 -3.084 -0.196 0.094
H9 -2.423 -2.036 -1.626
C2 0.949 -1.308 0.480
H10 -2.064 1.218 -0.721
O3 -1.710 -2.594 -1.962
O4 2.587 -0.030 -2.099
H11 -1.190 -1.943 -2.452
H12 -0.412 0.790 1.153
H13 2.303 1.204 0.669
O5 1.873 -0.513 0.470
O6 2.156 2.026 1.153
H14 1.341 -2.351 0.378
C3 -2.381 0.658 0.167
H15 -2.893 1.458 1.936
O7 0.071 0.477 -2.678
H16 -0.454 -0.781 -0.887
H17 -1.562 -0.313 1.873
C4 -1.171 0.038 0.890
H18 1.044 0.429 -2.471

=====

This record from OMol25 describes the molecule C3H6N2O. The level of theory is the ωB97M-V functional and the def2-TZVPD basis.

For the HOMO energy, the calculation gives -9.32 eV. Its SMILES is C=NN(C)C=O. For the energy relative to the best compared isomer or geometry (same formula, charge and spin), the calculation gives 126.20 kcal per mole. The value obtained for the lowest unoccupied orbital energy is 0.9 eV. The HOMO-LUMO gap comes out at 10.2 eV.

Positions of all 12 atoms, in Å:
H1 2.618 0.688 -0.259
N1 0.433 0.917 -0.150
C1 0.423 -1.343 -0.056
N2 -0.328 -0.289 -0.643
H2 1.991 2.337 0.361
H3 -1.697 0.815 1.079
C2 -1.751 -0.008 0.068
C3 1.634 1.135 -0.090
H4 -2.262 -0.952 0.207
O1 1.579 -1.578 -0.023
H5 -0.141 -2.225 0.216
H6 -2.499 0.504 -0.710

=====

This record from OMol25 describes a cluster of 9 separate species, C23H69N2O32P7 in total. The level of theory is the ωB97M-V functional and the def2-TZVPD basis.

For the HOMO energy, the calculation gives -10.12 eV. Its SMILES is COP(=O)(OC)OC.COP(=O)(OC)OC.COP(=O)(OC)OC.COP(=O)(OC)OC.COP(=O)(OC)OC.COP(=O)(OC)OC.COP(=O)(OC)OC.C[N+](=O)[O-].C[N+](=O)[O-]. The value obtained for the lowest unoccupied orbital energy is 0.0 eV. The HOMO-LUMO gap comes out at 10.1 eV.

Positions of all 133 atoms, in Å:
H1 -6.306 -3.231 -0.349
H2 1.327 -5.108 3.054
H3 -6.403 2.508 0.882
P1 -6.453 -0.052 0.474
P2 1.956 -4.878 -1.212
O1 -0.172 -3.907 2.348
O2 -1.709 -2.422 3.620
C1 1.121 -0.982 -4.609
O3 -2.066 7.857 -1.663
O4 -5.914 -1.516 0.739
H4 -0.214 8.372 1.663
O5 3.256 -0.836 1.461
O6 -1.100 -1.969 1.200
H5 -1.109 0.545 0.902
O7 -0.114 7.267 -0.092
C2 0.359 -4.712 3.386
O8 0.597 -1.519 3.025
H6 3.912 -3.498 2.621
H7 3.179 2.358 -3.527
H8 -5.438 2.419 2.367
C3 1.622 1.774 2.764
O9 1.313 3.079 -1.050
H9 4.321 -3.587 4.358
O10 0.022 0.220 -1.841
H10 3.270 -5.790 -6.370
H11 -0.749 4.165 6.039
H12 1.097 8.765 0.586
O11 -0.363 4.028 3.515
H13 -0.666 2.756 7.122
C4 3.766 -3.037 3.604
C5 -1.064 4.496 2.368
C6 2.824 -1.651 0.361
O12 5.688 -1.705 1.551
H14 -1.075 -3.926 -1.679
O13 -1.956 0.954 -1.543
O14 4.875 0.456 2.710
H15 -0.209 -7.461 -0.361
O15 1.458 -2.305 -5.043
O16 2.211 -1.573 -7.243
C7 0.537 -6.721 -0.075
H16 2.064 -1.124 -0.211
H17 1.501 2.919 -3.694
C8 -2.326 -1.129 3.877
C9 -0.121 -3.426 -1.854
H18 -1.577 5.409 2.655
H19 -5.072 -0.728 -2.432
O17 -5.300 0.748 1.184
H20 1.251 -0.890 -3.537
O18 2.700 1.469 -1.369
H21 -7.759 -2.407 0.205
H22 3.495 -0.588 -8.537
P3 -0.495 -2.389 2.609
C10 0.045 8.497 0.604
H23 -4.648 2.690 0.807
C11 3.027 -1.561 -8.422
H24 3.397 -5.008 -7.960
H25 -3.062 8.238 1.773
C12 3.435 -4.847 -6.881
H26 3.795 -2.335 -8.385
H27 2.445 -2.603 0.714
H28 -2.265 3.666 -1.131
O19 -7.803 0.226 0.936
O20 0.245 2.448 5.319
H29 4.188 -5.896 1.183
P4 4.609 -1.015 2.247
O21 4.002 -2.225 -5.548
C13 4.099 -5.454 0.194
H30 -4.354 7.087 1.296
P5 -0.594 2.537 3.989
H31 -3.187 -2.051 1.229
C14 -0.402 1.055 0.254
H32 1.768 1.907 1.697
H33 -4.177 -0.228 -0.967
H34 -3.730 8.291 0.141
H35 -0.308 4.828 1.647
H36 0.094 -0.750 -4.888
C15 -3.472 7.627 0.968
H37 4.532 1.817 1.175
O22 1.295 -6.330 -1.216
O23 -6.239 0.210 -1.062
H38 -3.130 -0.897 3.187
O24 -2.495 6.652 0.543
C16 -2.304 4.627 -1.642
C17 -5.458 2.169 1.315
C18 2.406 2.990 -3.102
H39 -0.269 -5.579 3.578
H40 3.659 -1.818 -0.325
H41 -2.149 4.450 -2.705
P6 -1.526 6.917 -0.686
H42 2.695 -3.077 3.801
H43 2.785 3.996 -2.973
N1 2.102 2.447 -1.741
H44 0.204 -3.665 -2.867
H45 -2.688 -1.179 4.898
P7 2.653 -2.492 -6.026
H46 0.561 -4.152 4.299
H47 4.837 -4.658 0.103
H48 4.232 -6.198 -0.588
H49 0.770 3.789 6.799
H50 2.099 0.852 3.085
H51 4.404 -4.413 -6.634
H52 -1.692 3.776 1.849
C19 -0.126 3.337 6.379
O25 2.376 -3.966 -6.486
H53 -1.554 -0.365 3.802
O26 -2.001 2.162 4.092
H54 -2.392 -3.602 1.060
O27 0.805 -3.874 -0.860
H55 -2.476 -2.512 -0.314
H56 -4.655 0.988 -2.121
H57 -0.499 2.119 0.429
H58 -3.285 5.074 -1.481
H59 -0.046 -5.895 0.355
H60 5.932 2.131 2.236
O28 4.181 -1.673 3.609
H61 1.739 -0.226 -5.102
H62 2.025 2.571 3.386
H63 -0.236 -2.349 -1.759
O29 2.645 -4.593 -2.458
O30 0.198 1.615 3.008
N2 -0.827 0.736 -1.142
O31 -1.248 5.455 -1.157
H64 0.620 0.709 0.266
C20 -6.731 -2.644 0.474
H65 -0.587 9.286 0.197
H66 -6.723 -3.315 1.334
C21 -4.957 0.044 -1.675
C22 5.359 1.363 1.721
H67 2.364 -1.770 -9.260
H68 6.034 0.862 1.024
O32 2.787 -4.860 0.120
C23 -2.334 -2.551 0.763
H69 1.183 -7.109 0.715

=====

This record from OMol25 describes a cluster of 7 separate species, C7H28N14O7 in total. The level of theory is the ωB97M-V functional and the def2-TZVPD basis.

For the HOMO energy (spin up / spin down), the calculation gives -11.21 / -11.20 eV. The net charge is +1. As for the spin multiplicity: 2. For the energy relative to the best compared isomer or geometry (same formula, charge and spin), the calculation gives 25.47 kcal per mole. The value obtained for the lowest unoccupied orbital energy (spin up / spin down) is -2.3 / -8.6 eV. The HOMO-LUMO gap (spin up / spin down) comes out at 9.0 / 2.6 eV.

Positions of all 56 atoms, in Å:
H1 -2.916 -3.900 3.542
H2 -0.614 1.106 -2.043
H3 1.966 1.460 2.506
N1 -0.966 -0.197 0.750
N2 -1.700 4.247 -2.526
H4 4.313 -2.435 0.572
O1 0.590 1.042 -3.912
H5 -1.854 -5.234 3.022
H6 0.982 0.229 3.301
O2 -0.491 5.940 -3.246
N3 -2.143 -3.256 3.628
O3 4.044 0.403 3.357
H7 2.953 -1.388 0.087
H8 -2.644 7.183 -2.860
H9 1.284 2.965 -5.009
O4 -0.041 -2.685 3.214
C1 -4.781 -2.247 0.572
O5 4.150 -0.616 -1.932
H10 -3.414 5.661 -2.500
H11 -2.406 3.842 -1.929
H12 5.967 -2.134 -0.088
H13 2.568 3.440 -3.870
O6 -5.047 -2.346 1.711
N4 1.883 1.899 -2.207
H14 -5.588 -4.026 0.025
C2 2.914 -0.008 3.420
H15 -4.137 -0.946 -0.877
H16 -0.157 -5.117 2.596
C3 -1.538 5.525 -2.778
N5 1.879 0.590 3.010
N6 -1.019 0.724 -1.201
H17 -2.015 0.776 -1.042
N7 5.864 -1.619 -0.951
C4 4.594 -1.293 -1.056
H18 3.347 -1.700 4.425
H19 2.658 2.541 -2.119
C5 1.387 1.809 -3.424
H20 6.546 -0.999 -1.363
H21 1.648 1.172 -1.547
N8 -5.044 -3.232 -0.280
H22 -0.306 -0.554 1.427
H23 -1.023 3.620 -2.937
N9 -2.585 6.236 -2.512
N10 -4.140 -1.157 0.110
C6 -1.007 -3.459 3.127
N11 1.801 2.845 -4.149
H24 -1.894 -0.521 0.518
H25 -2.264 -2.345 4.047
H26 -5.210 -2.875 -1.210
C7 -0.294 0.273 -0.227
H27 1.713 -1.450 3.611
N12 3.874 -1.777 -0.057
N13 -1.051 -4.679 2.765
N14 2.655 -1.205 3.881
O7 0.916 0.286 -0.160
H28 -4.208 -0.412 0.790